Entry 1:
The following is a quantum chemistry calculation of a structure of composition C32H16CoF15GeN15PS, from OMol25.

Last column: Löwdin charge in e.
Atoms and positions in Å:
Co  -0.377  0.180  1.779  0.44
C  -0.625  -5.347  2.568  -0.04
N  -1.067  -4.014  2.216  -0.13
C  -2.344  -3.652  1.863  -0.04
C  -2.313  -2.314  1.614  -0.14
N  -1.045  -1.852  1.806  0.00
C  -0.314  -2.885  2.173  -0.46
P  1.477  -2.834  2.424  1.16
C  1.525  -1.562  3.731  -0.45
N  0.983  -0.370  3.601  0.05
C  1.418  0.385  4.646  -0.09
C  2.249  -0.371  5.426  -0.05
N  2.321  -1.605  4.836  -0.13
C  3.097  -2.731  5.317  -0.04
C  1.935  -1.740  1.036  -0.45
N  1.410  -0.559  0.778  0.03
C  2.161  0.010  -0.205  -0.10
C  3.156  -0.855  -0.560  -0.04
N  3.010  -1.964  0.232  -0.13
C  3.850  -3.145  0.191  -0.04
H  -1.499  -5.992  2.629  0.09
H  -0.127  -5.344  3.535  0.08
H  0.056  -5.747  1.817  0.09
H  -3.148  -4.365  1.838  0.12
H  -3.111  -1.655  1.321  0.08
H  1.097  1.404  4.779  0.11
H  2.771  -0.148  6.340  0.12
H  3.259  -2.616  6.386  0.09
H  4.063  -2.787  4.813  0.09
H  2.554  -3.657  5.142  0.07
H  1.942  1.002  -0.565  0.08
H  3.933  -0.784  -1.301  0.12
H  4.390  -3.149  -0.753  0.09
H  3.240  -4.043  0.249  0.08
H  4.567  -3.147  1.013  0.09
N  -1.022  2.937  3.700  0.13
C  -0.137  3.104  2.652  -0.49
N  0.446  4.262  2.386  0.03
N  1.246  3.981  1.336  -0.09
N  1.137  2.745  0.995  -0.06
N  0.253  2.142  1.825  -0.04
C  -1.810  1.818  3.922  -0.50
N  -2.664  1.747  4.927  0.01
N  -3.165  0.497  4.832  -0.12
N  -2.639  -0.133  3.843  -0.08
N  -1.762  0.694  3.218  -0.05
H  -1.304  3.777  4.175  0.13
F  -2.185  3.759  -1.236  0.09
C  -0.915  3.905  -1.635  -0.25
C  -0.210  2.812  -2.112  -0.15
C  1.107  3.037  -2.456  -0.23
F  1.898  2.022  -2.862  0.07
C  1.692  4.287  -2.390  -0.14
F  2.972  4.467  -2.741  0.11
C  0.945  5.360  -1.946  -0.14
F  1.496  6.574  -1.878  0.12
C  -0.367  5.171  -1.556  -0.14
F  -1.081  6.206  -1.107  0.12
Ge  -1.135  1.082  -2.183  0.60
S  -1.861  0.300  -0.364  0.29
C  -2.680  1.267  -3.451  -0.11
C  -3.162  2.420  -4.041  -0.21
F  -2.493  3.579  -3.952  0.10
C  -4.332  2.456  -4.783  -0.14
F  -4.762  3.598  -5.332  0.11
C  -5.053  1.293  -4.972  -0.14
F  -6.184  1.309  -5.684  0.12
C  -4.586  0.109  -4.433  -0.14
F  -5.266  -1.027  -4.639  0.11
C  -3.416  0.118  -3.695  -0.23
F  -3.000  -1.069  -3.224  0.08
C  -0.022  -0.135  -3.317  -0.12
C  0.337  -1.425  -2.965  -0.24
F  -0.046  -1.970  -1.807  0.07
C  1.087  -2.242  -3.798  -0.14
F  1.434  -3.482  -3.412  0.10
C  1.477  -1.779  -5.039  -0.14
F  2.196  -2.561  -5.854  0.11
C  1.114  -0.506  -5.439  -0.14
F  1.486  -0.057  -6.644  0.11
C  0.377  0.283  -4.573  -0.23
F  0.069  1.520  -5.000  0.10

Computed properties:
* HOMO energy (alpha / beta): -4.95 / -4.96 eV
* Kohn-Sham gap (alpha / beta): 6.6 / 6.6 eV
* expectation value of S²: 3.758
* molar mass: 1090.1 g/mol
* LUMO energy (alpha / beta): 0.060 / 0.060 hartree
* spin multiplicity: 4
* energy: -7747.71319 hartree
* total charge: -1



Entry 2:
The following is a quantum chemistry calculation of a structure of composition C37H47N4O5SSi2SmTe, from OMol25.

Last column: Löwdin charge in e.
Atoms and positions in Å:
Sm  17.430  10.912  12.258  1.64
O  18.386  18.275  12.863  -0.05
C  19.333  17.468  12.196  -0.18
C  18.820  16.031  12.198  -0.13
C  19.633  14.968  11.808  0.03
C  19.131  13.661  11.824  -0.13
N  17.896  13.386  12.210  -0.04
C  17.065  14.391  12.574  -0.17
C  17.532  15.718  12.632  0.08
C  15.690  13.965  12.937  -0.18
C  14.643  14.921  12.953  0.08
C  13.365  14.506  13.318  -0.15
C  12.191  15.420  13.216  -0.20
O  12.586  16.532  12.442  -0.04
C  13.227  13.157  13.712  0.03
C  14.310  12.272  13.597  -0.11
N  15.522  12.648  13.191  0.01
H  18.673  19.200  12.852  0.11
H  20.283  17.485  12.695  0.13
H  19.469  17.818  11.162  0.14
H  20.629  15.125  11.465  0.12
H  19.764  12.847  11.544  0.07
H  16.913  16.556  12.931  0.12
H  14.780  15.958  12.631  0.13
H  11.868  15.711  14.220  0.14
H  11.361  14.862  12.728  0.15
H  11.837  17.109  12.316  0.10
H  12.282  12.749  14.036  0.12
H  14.176  11.268  13.882  0.08
O  17.982  10.612  10.361  -0.35
C  18.448  9.745  9.439  -0.33
C  18.690  10.280  8.168  -0.02
C  18.959  9.447  7.112  -0.05
C  18.910  8.064  7.310  -0.04
C  18.761  7.547  8.592  -0.01
C  18.610  8.356  9.725  -0.06
C  18.436  7.530  11.017  -0.39
O  18.129  6.363  11.047  0.15
O  18.526  8.270  12.212  -0.10
H  18.556  7.556  12.881  0.13
H  18.620  11.373  8.076  0.13
H  19.206  9.890  6.132  0.13
H  19.073  7.390  6.518  0.10
H  18.804  6.499  8.755  0.12
C  24.941  10.551  10.403  -0.17
Si  23.275  9.899  10.966  0.40
C  23.504  8.233  11.816  -0.19
C  22.109  9.847  9.523  -0.17
C  22.547  11.087  12.246  -0.53
Te  20.870  10.264  13.345  1.27
C  20.908  11.351  15.157  -0.59
Si  19.552  10.758  16.360  0.40
C  20.078  9.180  17.230  -0.16
C  19.131  11.992  17.636  -0.17
C  18.005  10.480  15.286  -0.25
H  25.408  10.040  9.555  0.05
H  25.650  10.630  11.220  0.03
H  24.824  11.573  10.045  0.03
H  24.295  7.679  11.303  0.04
H  22.599  7.634  11.707  0.02
H  23.767  8.331  12.867  0.03
H  22.401  9.096  8.799  0.05
H  22.126  10.816  9.022  0.04
H  21.079  9.647  9.837  0.01
H  22.205  12.044  11.862  -0.01
H  23.261  11.232  13.056  0.01
H  20.871  12.432  15.010  0.02
H  21.885  11.170  15.609  0.02
H  20.957  9.322  17.885  0.06
H  20.276  8.345  16.605  0.02
H  19.242  8.942  17.886  0.04
H  19.953  12.103  18.318  0.04
H  18.268  11.634  18.239  0.06
H  18.907  12.995  17.220  0.05
H  18.096  9.671  14.563  -0.03
H  17.791  11.454  14.823  0.00
H  17.132  10.252  15.900  0.05
S  11.507  7.124  11.957  1.05
C  12.975  8.103  12.198  -0.48
C  13.621  8.215  13.399  -0.04
C  14.845  8.872  13.437  -0.12
N  15.396  9.416  12.332  -0.09
C  14.731  9.350  11.160  -0.12
C  13.494  8.756  11.072  -0.04
C  10.480  7.734  13.250  -0.56
C  9.765  8.885  12.993  -0.08
C  9.017  9.455  14.022  -0.13
N  8.925  8.911  15.231  0.08
C  9.556  7.753  15.426  -0.11
C  10.369  7.137  14.464  -0.09
H  13.202  7.728  14.278  0.13
H  15.401  8.916  14.353  0.11
H  15.176  9.871  10.311  0.12
H  12.978  8.753  10.114  0.12
H  9.831  9.362  12.014  0.11
H  8.433  10.341  13.819  0.11
H  9.456  7.240  16.413  0.13
H  10.852  6.211  14.720  0.11

Computed properties:
* HOMO energy (alpha / beta): -13.09 / -13.11 eV
* Kohn-Sham gap (alpha / beta): 7.2 / 7.6 eV
* expectation value of S²: 8.759
* molar mass: 994.0 g/mol
* LUMO energy (alpha / beta): -0.217 / -0.202 hartree
* spin multiplicity: 6
* energy: -3936.17159 hartree
* total charge: +2